38
Properties=species:S:1:pos:R:3:lowdin_charge:R:1 method="wB97M-V/def2-TZVPD" homo_lumo_gap_ha=0.187 e_homo_ev=-3.5 charge=-1
K 0.34101 10.92003 28.73636 1.09
O 2.80766 9.52748 27.02731 0.00
C 2.87055 10.44283 27.95056 -0.92
O 2.26684 10.33376 29.00403 -0.16
O 3.58756 11.37660 27.67102 0.07
H 3.57577 9.85897 26.55642 -0.04
O 1.54641 12.51129 27.91376 -0.27
C 1.99122 13.54921 28.64841 -0.92
O 1.21793 14.32233 29.14588 0.00
O 3.20948 13.76735 28.77620 -0.02
H 2.39665 12.09757 27.74778 -0.03
C 5.28177 8.66106 26.58467 0.09
N 4.48536 9.15669 25.44097 -0.37
O 4.11350 10.34688 25.44233 0.02
O 4.13926 8.40522 24.58145 0.13
H 5.22987 9.42475 27.36068 0.13
H 6.26611 8.56081 26.12736 0.13
H 4.81022 7.71175 26.83872 0.07
N 1.56151 10.95166 24.40362 0.03
C 0.61668 11.74843 23.89630 -0.19
C 0.53879 12.91291 24.64593 -0.07
C 1.41780 12.71898 25.75597 -0.05
C 2.12878 11.60303 25.43810 -0.14
H 1.85571 10.14738 23.86819 0.14
H 0.08330 11.43099 23.01248 0.09
H -0.19060 13.70210 24.53837 0.08
H 1.59431 13.34320 26.61944 0.10
H 3.02775 11.26778 25.93396 0.06
N 3.05247 7.75724 28.33189 0.04
C 3.17916 7.12097 27.14701 -0.21
C 3.37384 5.77245 27.36858 -0.13
C 3.31276 5.51266 28.73379 -0.12
C 3.03074 6.76664 29.36497 -0.05
H 2.95904 8.74831 28.50266 0.08
H 3.14471 7.67547 26.22084 0.09
H 3.65739 5.04645 26.62097 0.09
H 3.34914 4.55740 29.23634 0.08
H 2.88331 7.01960 30.40451 0.09

=====

27
Properties=species:S:1:pos:R:3:lowdin_spin:R:1 method="wB97M-V/def2-TZVPD" homo_lumo_gap_ha="0.116 / 0.241" e_homo_ev="0.7 / -2.9" charge=-1 e_above_lowest_kj_mol=5.11 spin_multiplicity=2 s2=0.768
C -0.38275 0.02212 3.00918 0.00
C -0.62931 0.29440 0.45204 0.07
C -0.88095 -0.41607 1.66476 0.03
C -1.35920 -0.34845 -0.56557 0.02
C -1.73367 -1.45388 1.37741 0.16
C 0.03631 1.95091 -1.23134 0.06
C -0.58742 1.21903 -2.22432 0.12
C 0.05946 1.50026 0.10536 0.22
C -1.27142 -0.00406 -1.93179 0.20
N -2.07255 -1.36607 0.01744 0.02
H 0.61126 2.82015 -1.53177 0.00
H -0.53727 1.52182 -3.26980 0.01
H 0.72949 1.94521 0.83164 0.03
H -1.81366 -0.58852 -2.66197 0.02
H -0.82929 -0.59637 3.78670 0.00
H -0.60319 1.07880 3.12744 0.00
H -2.11667 -2.24073 2.00113 0.03
H -2.47048 -2.14800 -0.46995 0.00
H 0.69560 -0.11167 3.13796 0.00
C 3.52854 -0.13305 -1.15834 0.00
C 3.37486 -0.94448 0.12269 0.01
H 4.33049 0.59332 -1.07194 0.00
H 3.86899 -0.80382 -1.95754 0.00
H 2.61511 0.37018 -1.46971 0.00
H 2.57944 -1.67590 0.00886 0.00
H 3.19686 -0.39961 1.04433 0.00
H 4.26185 -1.58706 0.25982 0.00

=====

27
Properties=species:S:1:pos:R:3:lowdin_spin:R:1 method="wB97M-V/def2-TZVPD" homo_lumo_gap_ha="0.109 / 0.240" e_homo_ev="0.7 / -3.0" charge=-1 e_above_lowest_kj_mol=208.95 spin_multiplicity=2 s2=0.769
C 0.96364 0.74617 2.13875 0.00
C -0.69728 -0.64701 0.78904 0.07
C 0.59973 -0.37456 1.23789 0.03
C -0.61809 -1.90467 0.10658 0.01
C 1.47450 -1.26317 0.77211 0.15
C -1.89960 0.13328 1.03617 0.25
C -3.07064 -0.60856 0.78061 0.06
C -2.94399 -1.86350 0.05643 0.12
C -1.78662 -2.51745 -0.35646 0.17
N 0.72919 -2.12273 -0.10001 0.02
H -1.82279 1.19645 1.49003 0.03
H -4.01031 -0.32446 1.11222 0.00
H -3.93602 -2.26785 -0.25951 0.01
H 0.19495 0.44740 3.07515 0.00
H 0.62200 1.73079 1.86179 0.00
H 2.52483 -1.28404 0.77843 0.03
H 1.05316 -2.93247 -0.71123 0.00
H -1.82032 -3.29306 -0.94608 0.02
H 1.99265 0.79515 2.48426 0.00
C 1.47992 2.84882 -2.15395 0.00
C 1.61572 1.36714 -1.69171 0.01
H 1.46364 3.33028 -1.21242 0.00
H 2.25932 2.97045 -2.93625 0.00
H 0.54282 3.00601 -2.63504 0.00
H 1.43536 0.59484 -2.39169 0.00
H 0.90506 1.11550 -0.91502 0.00
H 2.74916 1.12128 -1.41008 0.00

=====

27
Properties=species:S:1:pos:R:3:lowdin_spin:R:1 method="wB97M-V/def2-TZVPD" homo_lumo_gap_ha="0.117 / 0.245" e_homo_ev="0.6 / -3.0" charge=-1 e_above_lowest_kj_mol=179.52 spin_multiplicity=2 s2=0.764
C 1.01131 0.16472 2.14529 0.01
C 1.39959 -1.35852 2.39965 0.01
H 1.77444 0.92361 2.34341 0.00
H 0.67542 0.15740 1.10745 0.00
H 0.22471 0.45333 2.83437 0.00
H 2.15078 -1.48501 3.16640 0.00
H 1.84757 -1.61695 1.42467 0.00
H 0.45390 -1.83486 2.65400 0.00
C 0.72907 -2.06623 -1.61505 0.01
C -1.43742 0.70618 -0.43976 0.06
C -0.46277 0.33580 -1.32458 0.05
C -0.44508 -1.14627 -1.39317 0.04
C -1.64362 -1.50125 -0.82382 0.10
C -1.26885 1.90793 0.28039 0.17
C -0.51488 2.88681 -0.43157 0.05
C 0.41833 1.24562 -1.90369 0.25
C 0.23805 2.63923 -1.59641 0.12
N -2.29163 -0.39910 -0.22233 0.01
H -2.71592 -0.57259 0.67327 0.01
H -1.83108 2.02898 1.19229 0.02
H -2.10329 -2.46114 -0.63512 0.02
H -0.48906 3.86620 0.04252 0.01
H 1.04810 0.73920 -2.66387 0.02
H 0.94809 -2.10744 -2.67749 0.00
H 0.38371 -3.02417 -1.23103 0.00
H 0.30596 3.43071 -2.34051 0.01
H 1.59456 -1.91221 -0.96532 0.01